(1)
Below is a 2-piece molecular cluster, CHF2O3P overall, with properties calculated with wB97M-V/def2-TZVPD.

Structure (XYZ):
```
8
Properties=species:S:1:pos:R:3:forces:R:3:mulliken_charge:R:1
C -0.3846 -0.4710 -0.6468 3.0624 -3.4321 0.8131 0.025
O 0.6625 -0.3169 1.8587 -0.0233 -0.4250 0.2109 -0.799
O -0.7513 1.6550 1.0527 -0.3228 0.1302 -0.1245 -0.807
O 1.5776 1.2502 0.0534 0.2148 0.0150 -0.2950 -0.799
F -1.6434 -0.9667 -0.5329 -0.6942 0.0025 0.3256 -0.231
F -0.3111 -0.0788 -1.9407 0.0432 0.5099 -0.5836 -0.235
P 0.3728 0.6805 0.7655 -0.2685 0.1816 -0.1807 0.787
H 0.4775 -1.7523 -0.6101 -2.0116 3.0178 -0.1659 0.059
```
Forces are in eV/Å.

## Properties
highest occupied orbital energy	0.76	eV
relative energy (zero: lowest compared OMol25 entry of this formula, charge and spin)	159.2	kJ/mol
net charge	-2
orbital gap	6.68	eV
maximum force	4.67	eV/Å
multiplicity	1
DFT total energy	-21919.3081	eV



(2)
Below is C40H49BCrN5O3PSSb2Se2 as an isolated structure, with properties calculated with wB97M-V/def2-TZVPD.

Structure (XYZ):
```
105
Properties=species:S:1:pos:R:3:forces:R:3:mulliken_charge:R:1
Cr -0.8732 -0.6209 0.2341 -0.6914 0.3846 -0.7037 0.580
Se 0.2794 1.5422 -0.2972 0.0388 0.2277 -0.0925 -0.723
P -1.4998 2.3525 0.6458 0.0431 0.2710 -0.0409 -0.184
Se -3.0586 0.8808 0.3612 0.1651 -0.1224 0.1394 -0.468
C -1.2269 2.6824 2.4041 0.0520 -0.0586 0.0443 0.912
C 0.0253 3.1290 2.8215 -0.0546 -0.0149 0.0718 -0.594
C 0.2334 3.4485 4.1561 -0.0099 0.0013 -0.0358 -0.691
C -0.8036 3.3207 5.0702 0.0237 -0.0036 -0.0096 -0.593
C -2.0490 2.8696 4.6540 -0.0091 -0.0146 -0.0375 -0.723
C -2.2640 2.5478 3.3217 -0.0001 0.0537 0.0653 -0.291
C -1.8854 3.9919 -0.0210 -0.1144 0.0223 -0.0226 1.042
C -3.0827 4.5983 0.3595 0.0275 -0.0331 -0.0498 -0.467
C -3.3522 5.8996 -0.0290 -0.0305 -0.0291 0.0237 -0.735
C -2.4269 6.6017 -0.7919 0.0060 0.0140 -0.0135 -0.486
C -1.2425 5.9964 -1.1825 0.0221 -0.0598 0.0048 -0.719
C -0.9686 4.6876 -0.8007 -0.1072 0.0360 0.0191 -0.428
H 0.8364 3.2068 2.1080 0.0191 0.0058 0.0024 0.393
H 1.2074 3.7910 4.4826 -0.0182 -0.0283 -0.0078 0.433
H -0.6337 3.5568 6.1131 -0.0114 -0.0032 -0.0225 0.428
H -2.8512 2.7485 5.3713 0.0160 0.0260 -0.0216 0.442
H -3.2278 2.1735 2.9995 0.0186 -0.0328 0.0081 0.359
H -3.8022 4.0472 0.9549 0.0021 0.0302 0.0250 0.387
H -4.2809 6.3702 0.2678 0.0242 -0.0129 -0.0044 0.410
H -2.6329 7.6243 -1.0818 0.0001 -0.0257 -0.0085 0.385
H -0.5264 6.5436 -1.7827 -0.0125 -0.0203 0.0140 0.422
H -0.0492 4.2076 -1.1083 0.0458 0.0069 0.0013 0.320
C 4.9476 2.4539 -1.5671 0.0756 -0.0313 0.0957 -1.421
Sb 3.5518 1.0706 -0.6879 0.1668 -0.0198 -0.0957 0.337
C 3.6521 1.9247 1.2778 -0.1449 -0.0444 -0.0186 -0.958
C 5.0728 -0.4365 -0.3425 0.0277 -0.1294 -0.0063 -1.654
C 4.9949 -1.5101 -1.3831 0.0672 0.1531 0.1234 0.504
C 5.7412 -1.3776 -2.5556 -0.0335 0.0913 -0.0865 -0.657
C 5.6853 -2.3216 -3.5703 -0.0172 0.0372 -0.0024 -0.774
C 4.8823 -3.4429 -3.4167 -0.0497 -0.0044 0.0423 -0.798
C 4.1507 -3.5963 -2.2489 -0.0868 0.0288 -0.0211 -0.548
C 4.1776 -2.6403 -1.2309 -0.0926 -0.1600 0.1494 1.187
C 3.4084 -2.9022 0.0311 -0.1421 0.3384 -0.0955 -2.143
Sb 1.2924 -2.3476 0.1739 -0.0825 -0.5038 -0.1911 0.547
C 1.0330 -3.6059 1.8961 0.0230 0.1429 -0.1049 -1.302
C 0.6769 -3.7182 -1.3554 0.2328 0.0046 0.0574 -1.249
H 5.8024 2.5632 -0.8961 -0.0453 0.0280 -0.0637 0.432
H 4.4822 3.4279 -1.7151 -0.0020 -0.0269 -0.0280 0.409
H 5.2951 2.0724 -2.5280 -0.0239 0.0369 0.0098 0.352
H 4.6425 1.7592 1.7008 0.0013 0.0388 0.0153 0.591
H 2.8869 1.4620 1.9040 0.0634 0.0048 -0.0243 -0.219
H 3.4544 2.9957 1.2173 0.0271 -0.0173 -0.0056 0.441
H 4.9362 -0.8135 0.6720 0.0540 0.0390 -0.0677 0.476
H 6.0241 0.0949 -0.3914 0.0231 -0.0940 0.0432 0.814
H 6.3917 -0.5145 -2.6615 -0.0162 -0.0459 0.0046 0.394
H 6.2833 -2.1939 -4.4646 -0.0047 -0.0030 0.0375 0.444
H 4.8444 -4.2031 -4.1872 0.0020 0.0180 0.0347 0.438
H 3.5493 -4.4883 -2.1083 0.0179 0.0187 -0.0168 0.399
H 3.8988 -2.4955 0.9154 -0.0684 -0.0620 -0.0309 0.687
H 3.2631 -3.9721 0.1811 0.1490 -0.0391 -0.0032 0.743
H 0.5639 -4.5393 1.5946 0.0085 -0.0456 -0.0190 0.382
H 0.4066 -3.1234 2.6425 -0.0086 0.0252 0.0164 0.282
H 2.0124 -3.8053 2.3270 0.0196 -0.0329 0.0429 0.535
H 0.9453 -4.7348 -1.0685 -0.0209 -0.0111 0.0009 0.641
H 1.1900 -3.4538 -2.2803 -0.0497 0.0041 0.0187 0.238
H -0.3980 -3.6456 -1.4947 -0.0503 0.0105 0.0188 0.233
O 0.9822 -0.2130 2.6336 -0.2174 -0.0039 0.0111 0.621
B -0.3818 -0.4049 2.2654 0.7322 0.0881 0.6108 2.561
O -1.1487 -0.4388 3.4272 -0.0886 -0.0610 -0.1236 -0.815
C -0.2919 -0.2242 4.4803 -0.1855 -0.0079 -0.0516 0.711
C -0.5905 -0.1305 5.8183 0.0081 0.0043 0.1188 -1.044
C 0.4763 0.1323 6.6785 -0.0102 0.0035 -0.0464 -0.608
C 1.7740 0.2862 6.1961 -0.0464 0.0012 -0.0476 -0.746
C 2.0593 0.1770 4.8338 0.0651 -0.0001 0.0926 -1.042
C 0.9950 -0.0826 4.0015 0.1027 0.0285 -0.1236 0.494
H -1.6052 -0.2481 6.1767 0.0446 0.0116 -0.0075 0.559
H 0.2901 0.2197 7.7416 0.0138 -0.0107 -0.0328 0.424
H 2.5776 0.4924 6.8909 -0.0083 -0.0102 -0.0109 0.430
H 3.0653 0.2923 4.4492 -0.0422 0.0037 0.0133 0.536
C -5.4189 -1.0529 -2.5073 0.0441 0.0015 0.0298 -1.267
C -5.1992 -1.9157 -1.3076 -0.0147 0.1164 -0.1960 1.419
C -6.1524 -2.6559 -0.6825 -0.1333 0.0004 -0.0254 -1.088
C -5.7659 -3.4198 0.4360 0.1207 -0.0939 0.1382 0.841
N -4.5296 -3.4165 0.9077 0.0221 0.0863 -0.0487 -0.518
C -3.6064 -2.6510 0.3068 -0.1043 -0.0524 -0.0068 -0.037
S -2.0390 -2.5468 0.9658 -0.1941 -0.4967 0.3079 -0.286
N -3.9442 -1.9544 -0.8084 0.3038 0.1268 -0.0831 0.695
C -6.7732 -4.2523 1.1594 0.0239 -0.0265 0.0076 -1.235
H -6.4659 -1.0589 -2.7982 0.0089 -0.0059 0.0050 0.395
H -4.8202 -1.4132 -3.3471 -0.0159 0.0013 0.0235 0.236
H -5.1135 -0.0263 -2.2891 -0.0031 -0.0395 0.0083 0.283
H -7.1714 -2.6645 -1.0426 0.0318 0.0181 0.0294 0.420
H -3.1906 -1.4380 -1.2758 -0.0841 -0.0409 -0.0045 -0.425
H -7.3692 -4.8397 0.4602 0.0056 0.0146 0.0060 0.365
H -7.4566 -3.5965 1.7039 -0.0012 -0.0075 -0.0101 0.307
H -6.2763 -4.9060 1.8703 -0.0026 -0.0001 -0.0103 0.352
C -0.2382 0.1800 -6.4251 0.0118 -0.0207 0.0808 -1.101
N -0.2531 -0.1962 -5.0237 -0.0661 -0.0856 0.0459 0.098
C -1.4341 -0.4789 -4.2291 0.0453 0.0322 -0.0080 -0.342
C -0.7908 -0.7871 -2.8862 0.0322 -0.2005 0.1491 -0.901
O -1.4380 -1.0542 -1.8586 -0.1996 0.0709 0.0611 -0.462
N 0.5355 -0.7554 -2.9692 0.0292 0.0704 0.0364 0.125
C 0.8094 -0.3896 -4.2291 0.3237 0.1278 -0.2046 0.107
N 2.0630 -0.2352 -4.6422 -0.1458 0.0053 -0.0518 -0.281
H -1.2146 -0.0304 -6.8537 -0.0046 -0.0033 0.0077 0.384
H 0.4961 -0.4088 -6.9771 -0.0031 -0.0151 0.0185 0.379
H -0.0255 1.2420 -6.5575 0.0022 0.0108 0.0196 0.321
H -1.9756 -1.3507 -4.6049 -0.0331 0.0114 -0.0019 0.294
H -2.1154 0.3707 -4.1576 0.0349 0.0324 0.0149 0.361
H 2.8001 -0.3697 -3.9707 0.0967 -0.0543 0.0744 0.062
H 2.2864 0.0744 -5.5701 0.0365 0.0000 0.0060 0.226
```
Forces are in eV/Å.

## Properties
highest occupied orbital energy (alpha / beta)	-9.77 / -9.81	eV
relative energy (zero: lowest compared OMol25 entry of this formula, charge and spin)	96.3	kJ/mol
net charge	+1
orbital gap (alpha / beta)	7.29 / 7.49	eV
maximum force	1.06	eV/Å
multiplicity	4
DFT total energy	-248858.5578	eV



(3)
Below is an isolated molecule of C4H8N2O, with properties calculated with wB97M-V/def2-TZVPD.

Structure (XYZ):
```
15
Properties=species:S:1:pos:R:3:forces:R:3:mulliken_charge:R:1
C 1.5001 0.9868 0.9506 -0.0080 0.0191 -0.0096 -1.316
C 0.8793 -0.1324 0.1306 0.1809 0.1664 -0.0265 0.238
N 0.2379 -1.2018 0.9571 0.1257 -0.2103 -0.0369 -0.533
C -1.0892 -0.9848 0.3194 -0.3064 0.0248 -0.0822 -0.364
C -0.4604 0.0950 -0.5262 0.0256 0.2395 -0.2738 0.439
N -0.7400 0.8003 -1.5355 0.3149 -0.2154 0.4601 -0.542
O -2.0611 0.6222 -1.9345 -0.2807 0.0196 -0.2253 -0.375
H 2.5171 0.7239 1.2574 -0.1354 0.0095 -0.0117 0.333
H 0.9067 1.1539 1.8503 -0.0131 0.0418 -0.0549 0.316
H 1.5405 1.9142 0.3740 0.0329 -0.0879 -0.0007 0.318
H 1.5995 -0.4980 -0.6086 0.0106 -0.0995 0.0775 0.330
H 0.6132 -2.1215 0.7589 -0.0316 0.0637 0.0431 0.273
H -1.8443 -0.6447 1.0353 0.0453 -0.0231 -0.1289 0.231
H -1.5053 -1.8188 -0.2591 0.1098 0.0959 0.0847 0.283
H -2.0940 1.1057 -2.7697 -0.0706 -0.0440 0.1850 0.369
```
Forces are in eV/Å.

## Properties
highest occupied orbital energy	-9.25	eV
relative energy (zero: lowest compared OMol25 entry of this formula, charge and spin)	348.2	kJ/mol
SMILES	C[C@H]1NC/C1=N\O
net charge	0
orbital gap	10.23	eV
maximum force	0.60	eV/Å
multiplicity	1
DFT total energy	-9302.7847	eV



(4)
Below is C26H23Cl2N10NaO2 as an isolated structure, with properties calculated with wB97M-V/def2-TZVPD.

Structure (XYZ):
```
64
Properties=species:S:1:pos:R:3:forces:R:3:mulliken_charge:R:1
Na -0.2913 0.6070 -0.8439 -0.1360 0.0312 -0.0964 0.889
Cl -4.1172 2.7472 -6.5753 -0.0108 -0.0052 -0.0158 -0.277
C -3.0438 2.7973 -5.1940 0.0160 0.0466 0.0294 0.051
C -2.5426 1.6066 -4.6946 -0.0170 -0.0269 -0.0193 -0.477
C -1.6873 1.5658 -3.5867 -0.0116 -0.0213 -0.0742 -0.333
N -1.2171 0.3820 -3.0210 0.1008 0.0451 0.0998 -0.135
C -1.1881 -0.7388 -3.7195 -0.1243 -0.0152 0.0133 0.036
O -1.4895 -0.9659 -4.9109 0.0273 -0.0266 -0.0307 -0.815
C -0.6729 -1.9596 -2.9492 0.0360 0.0547 -0.0041 0.370
C -0.2448 -3.0507 -3.7060 0.0015 -0.0129 -0.0027 -0.552
C 0.2567 -4.1697 -3.0700 -0.0041 0.0030 0.0014 -0.370
C 0.2966 -4.1865 -1.6839 -0.0041 0.0114 0.0017 -0.898
C -0.1735 -3.0708 -1.0144 -0.0053 -0.0481 0.0390 -0.165
N -0.6401 -1.9739 -1.6127 0.0532 0.0075 0.0097 0.173
C -1.3259 2.8060 -2.9731 -0.0336 0.0976 -0.0178 0.019
C -1.8293 3.9917 -3.5181 0.0161 0.0230 0.0144 -0.408
C -2.6841 3.9943 -4.6071 -0.0055 -0.0523 -0.0146 0.020
Cl -3.2762 5.5260 -5.2129 -0.0020 0.0024 0.0001 -0.277
N -0.5684 2.7858 -1.8053 -0.0046 -0.1816 0.1232 -0.079
C 0.1102 3.8421 -1.4048 0.0705 0.0013 -0.1209 -0.235
O 0.3667 4.9286 -1.9681 -0.0217 0.0197 0.0120 -0.791
C 0.7219 3.6935 -0.0150 -0.0364 0.0292 0.0505 0.636
C 1.9162 4.3671 0.2562 -0.0121 -0.0161 -0.0153 -0.548
C 2.4588 4.2992 1.5226 0.0135 0.0088 0.0018 -0.391
C 1.7754 3.5934 2.5064 -0.0061 -0.0114 0.0087 -0.669
C 0.5935 2.9698 2.1494 0.0191 -0.0222 -0.0120 -0.131
N 0.0786 2.9936 0.9209 0.0061 -0.0058 0.0084 -0.089
H -2.8060 0.6796 -5.1768 -0.0020 0.0093 0.0053 0.532
H -0.3222 -2.9690 -4.7803 0.0037 -0.0106 -0.0024 0.421
H 0.6161 -5.0180 -3.6413 -0.0022 0.0075 -0.0091 0.384
H 0.6952 -5.0224 -1.1252 -0.0035 -0.0020 -0.0069 0.455
H -0.1488 -3.0726 0.0718 -0.0069 0.0400 -0.0013 0.360
H -1.5351 4.9297 -3.0749 0.0014 0.0004 -0.0033 0.524
H 2.3668 4.9350 -0.5453 0.0077 0.0011 0.0063 0.438
H 3.3952 4.7955 1.7503 -0.0004 0.0015 0.0004 0.382
H 2.1495 3.5203 3.5196 0.0014 0.0032 -0.0001 0.379
H 0.0309 2.4067 2.8888 0.0044 -0.0135 0.0136 0.319
N -2.4355 0.2859 0.4682 0.0637 -0.0273 -0.0580 -0.327
C -2.1631 0.3706 1.8908 0.0093 -0.0265 0.0372 -0.589
C -1.0527 -0.6088 2.2822 -0.0405 0.0060 -0.0074 -0.893
N 0.1012 -0.4590 1.4169 0.1452 0.0730 -0.0350 0.852
C 1.4272 -0.3833 2.0115 -0.0477 -0.0624 0.0152 -0.928
C 2.4193 0.1309 0.9666 -0.0055 0.0007 0.0263 -0.454
N 2.1579 -0.4838 -0.3384 0.1210 -0.0494 0.0364 -0.285
H -3.0118 1.0380 0.1199 -0.0046 -0.0011 -0.0103 0.193
H -2.8031 -0.6047 0.1613 -0.0486 -0.0058 0.0319 0.159
H -3.0372 0.1807 2.5343 -0.0031 0.0113 0.0001 0.373
H -1.8208 1.3892 2.0828 0.0122 -0.0028 -0.0010 0.221
H -1.4514 -1.6325 2.2429 0.0130 -0.0083 0.0138 0.268
H -0.7714 -0.4296 3.3249 0.0005 0.0054 -0.0030 0.403
H 0.1208 -1.1834 0.7115 -0.0877 0.0659 -0.0255 -0.420
H 1.7680 -1.3494 2.4040 -0.0022 0.0055 -0.0116 0.365
H 1.4046 0.3236 2.8446 -0.0087 0.0094 0.0164 0.518
H 3.4368 -0.0531 1.3352 0.0030 0.0257 0.0178 0.381
H 2.2923 1.2103 0.8574 -0.0047 0.0186 -0.0122 0.058
H 2.3529 -1.4819 -0.2850 -0.0422 0.0062 -0.0095 0.126
H 2.7753 -0.0950 -1.0404 -0.0130 0.0114 0.0006 0.243
N 2.5528 -3.4046 1.0579 0.0092 0.0077 -0.0078 -0.437
C 2.9720 -4.2279 1.7569 -0.0051 -0.0297 -0.0282 0.321
C 3.4776 -5.2330 2.5994 0.0124 0.0025 0.0326 -0.157
C 3.3344 -6.5897 2.2426 -0.0076 -0.0033 -0.0065 0.182
N 3.2165 -7.7036 1.9514 0.0045 -0.0042 0.0031 -0.549
C 4.1303 -4.8848 3.8004 -0.0012 0.0044 -0.0156 0.190
N 4.6677 -4.6005 4.7853 -0.0003 -0.0054 0.0080 -0.557
```
Forces are in eV/Å.

## Properties
highest occupied orbital energy	-2.01	eV
relative energy (zero: lowest compared OMol25 entry of this formula, charge and spin)	26.9	kJ/mol
net charge	-2
orbital gap	5.64	eV
maximum force	0.22	eV/Å
multiplicity	1
DFT total energy	-75797.3304	eV



(5)
Below is a 2-piece molecular cluster, C10H16 overall, with properties calculated with wB97M-V/def2-TZVPD.

Structure (XYZ):
```
26
Properties=species:S:1:pos:R:3:forces:R:3:mulliken_charge:R:1
C -0.5553 3.0102 1.5671 0.4724 0.3721 0.5057 -1.301
C -2.0945 2.1055 -1.8565 0.9277 0.1597 -0.6789 -0.369
C -1.7634 0.7258 -1.9062 -1.0938 1.2195 1.6511 -0.630
C -1.7091 2.8515 -0.7764 -1.2556 0.7449 0.7274 -0.465
C -1.0304 2.3105 0.3585 1.2990 -0.6802 0.4486 0.744
C -1.0886 0.2175 -0.7682 0.5348 -1.6500 -0.8755 -0.133
C -0.6591 0.9425 0.2935 -0.7961 -0.8650 -0.7310 -0.010
H -2.5598 2.5519 -2.7247 -0.3458 0.1623 0.2626 0.407
H -2.3120 0.0689 -2.5661 0.5113 -0.0909 -0.4089 0.442
H -2.1347 3.8363 -0.5933 0.3529 0.1256 -0.5902 0.380
H -0.8981 -0.8494 -0.8206 0.1432 0.1058 0.2787 0.304
H -1.0403 2.6278 2.4790 -0.5345 0.1210 -0.2696 0.385
H -0.5318 4.0965 1.5827 -0.4782 -0.0053 -0.2402 0.394
H -0.1488 0.3766 1.0588 0.1671 0.4832 0.3539 0.502
H 0.4644 2.6897 1.8355 0.0097 -0.0766 -0.5615 0.372
C 1.0791 -2.3792 0.1128 -0.4369 -0.5846 -1.8323 0.186
C 2.2397 -1.7161 -0.6729 -1.5285 -0.6571 0.3088 -1.007
C 1.5370 -3.2566 1.2104 0.1685 -1.8037 3.5739 -1.497
H 0.2698 -1.7344 0.4498 0.4953 0.6300 0.4418 -0.081
H 0.5075 -2.9392 -0.6567 0.3607 -0.3821 0.4572 0.285
H 2.5916 -0.8805 -0.0759 0.6180 0.1118 -0.4618 0.297
H 2.2611 -2.8814 1.9476 0.3490 0.9105 -0.7593 0.346
H 0.8018 -3.5357 1.9976 -0.5917 0.3849 -0.8855 0.389
H 1.9530 -4.2598 1.0659 0.0151 0.2538 -1.2413 0.370
H 2.9613 -2.5055 -0.8734 0.4420 0.2933 0.3741 0.392
H 1.8596 -1.4735 -1.6684 0.1943 0.7170 0.1521 0.300
```
Forces are in eV/Å.

## Properties
highest occupied orbital energy (alpha / beta)	-13.78 / -13.78	eV
relative energy (zero: lowest compared OMol25 entry of this formula, charge and spin)	105.5	kJ/mol
net charge	+1
orbital gap (alpha / beta)	9.27 / 5.50	eV
maximum force	4.01	eV/Å
multiplicity	2
DFT total energy	-10619.7798	eV



Question: The highest multiplicity belongs to which entry?
Answer: C40H49BCrN5O3PSSb2Se2



Question: What is the multiplicity in the first record?
Answer: 1



Question: Which of these has the highest DFT total energy?
Answer: C4H8N2O